(1)
Density functional theory data (wB97M-V/def2-TZVPD) for a 7-piece molecular cluster, C32H58F5N2O12 overall at a distorted geometry.

Atoms and positions in Å:
F (-1.14, -0.24, 0.64)
C (-2.12, -1.38, 0.82)
F (-3.51, -0.91, 0.96)
F (-1.74, -1.99, 2.15)
C (-1.88, -2.52, -0.34)
F (-0.68, -2.18, -1.17)
F (-1.49, -3.78, 0.40)
C (-3.21, -2.91, -1.21)
C (-3.30, -2.20, -2.69)
C (-3.16, -0.57, -2.69)
N (-1.76, -0.06, -3.03)
C (-1.20, 1.19, -2.38)
C (0.31, 1.20, -3.08)
N (0.56, 0.05, -4.05)
C (-0.75, -0.72, -4.00)
H (-4.23, -2.74, -0.67)
H (-3.14, -4.09, -1.42)
H (-4.39, -2.44, -3.11)
H (-2.56, -2.76, -3.42)
H (-3.90, -0.07, -3.48)
H (-3.47, -0.16, -1.63)
H (-1.66, 1.91, -1.58)
H (1.18, 1.98, -2.88)
H (1.41, -0.21, -4.61)
H (-0.94, -1.71, -4.61)
O (4.14, -0.49, 5.29)
C (3.24, -1.15, 4.78)
O (3.48, -1.93, 3.71)
C (2.54, -2.87, 3.15)
C (1.59, -2.18, 2.19)
C (1.83, -1.03, 5.29)
H (2.02, -3.42, 3.94)
H (3.14, -3.61, 2.60)
H (0.99, -1.43, 2.69)
H (0.92, -2.91, 1.73)
H (2.15, -1.67, 1.40)
H (1.36, -0.15, 4.85)
H (1.86, -0.91, 6.38)
H (1.22, -1.91, 5.11)
O (2.72, -2.06, -5.68)
C (3.46, -2.12, -4.70)
O (3.99, -1.00, -4.17)
C (4.72, -0.94, -2.93)
C (6.18, -1.27, -3.15)
C (3.88, -3.45, -4.15)
H (4.25, -1.58, -2.17)
H (4.63, 0.09, -2.56)
H (6.31, -2.29, -3.53)
H (6.74, -1.18, -2.22)
H (6.62, -0.60, -3.90)
H (4.72, -3.84, -4.74)
H (3.04, -4.14, -4.23)
H (4.16, -3.42, -3.10)
O (8.86, -0.07, -2.33)
C (9.86, -0.61, -1.87)
O (9.91, -1.95, -1.71)
C (11.08, -2.70, -1.35)
C (11.27, -2.72, 0.15)
C (11.02, 0.21, -1.38)
H (11.96, -2.32, -1.88)
H (10.92, -3.72, -1.70)
H (11.42, -1.71, 0.55)
H (12.14, -3.33, 0.43)
H (10.38, -3.12, 0.65)
H (10.81, 0.56, -0.37)
H (11.13, 1.07, -2.05)
H (11.97, -0.31, -1.41)
O (-1.22, 4.16, -3.19)
C (-1.10, 4.81, -2.15)
O (-2.19, 5.33, -1.54)
C (-2.18, 5.94, -0.24)
C (-1.79, 7.40, -0.33)
C (0.26, 5.12, -1.60)
H (-1.55, 5.38, 0.46)
H (-3.20, 5.87, 0.15)
H (-0.77, 7.52, -0.72)
H (-1.83, 7.88, 0.66)
H (-2.45, 7.94, -1.01)
H (0.67, 5.99, -2.12)
H (0.91, 4.25, -1.78)
H (0.27, 5.29, -0.53)
O (-3.25, 5.85, 2.38)
C (-3.93, 4.89, 2.74)
O (-3.85, 3.71, 2.09)
C (-4.46, 2.48, 2.54)
C (-5.91, 2.40, 2.09)
C (-4.94, 5.04, 3.84)
H (-4.35, 2.36, 3.62)
H (-3.89, 1.67, 2.08)
H (-6.51, 3.21, 2.51)
H (-6.35, 1.44, 2.38)
H (-5.97, 2.50, 1.00)
H (-5.86, 5.47, 3.44)
H (-4.52, 5.73, 4.59)
H (-5.16, 4.12, 4.37)
O (-8.01, -0.10, 4.13)
C (-8.05, -1.14, 3.48)
O (-7.80, -1.13, 2.15)
C (-7.65, -2.31, 1.34)
C (-8.99, -2.84, 0.88)
C (-8.45, -2.43, 4.13)
H (-7.05, -3.07, 1.85)
H (-7.07, -2.01, 0.46)
H (-9.61, -3.14, 1.73)
H (-8.86, -3.70, 0.22)
H (-9.55, -2.06, 0.35)
H (-9.54, -2.49, 4.17)
H (-8.05, -2.45, 5.15)
H (-8.06, -3.32, 3.64)

Properties
E   -75248.2953 eV
Gap between HOMO and LUMO   8.276 eV
Charge   +1
LUMO energy   -3.3454 eV

---

(2)
Density functional theory data (wB97M-V/def2-TZVPD) for C32H58Mg2O19S8 as an isolated structure at a distorted geometry.

Atoms and positions in Å:
Mg (35.67, -3.02, 8.91)
Mg (30.46, -1.61, 14.93)
C (30.39, -2.51, 11.02)
C (31.45, -2.83, 10.19)
C (32.89, -2.64, 10.66)
O (33.96, -2.74, 9.97)
C (33.22, -2.40, 11.98)
C (32.14, -2.23, 12.93)
C (30.70, -2.08, 12.37)
O (29.83, -1.65, 13.14)
O (32.17, -2.37, 14.19)
O (31.22, -3.51, 9.11)
H (29.38, -2.65, 10.67)
H (34.22, -2.28, 12.38)
C (31.67, 1.96, 18.64)
C (31.04, 0.75, 18.47)
C (31.48, -0.17, 17.34)
O (31.05, -1.38, 17.07)
C (32.63, 0.05, 16.67)
C (33.44, 1.30, 16.86)
C (32.82, 2.40, 17.86)
O (33.09, 3.61, 17.84)
O (34.42, 1.58, 16.19)
O (29.91, 0.59, 19.09)
H (31.22, 2.67, 19.32)
H (33.07, -0.67, 15.99)
C (28.93, -5.89, 7.18)
C (27.95, -5.11, 8.03)
C (28.04, -3.60, 7.57)
O (26.73, -3.39, 7.16)
C (26.05, -4.54, 7.02)
O (25.00, -4.68, 6.45)
O (26.59, -5.37, 7.90)
H (28.65, -5.92, 6.13)
H (29.00, -6.94, 7.46)
H (29.96, -5.57, 7.29)
H (28.26, -5.30, 9.06)
H (28.85, -3.36, 6.88)
H (28.18, -2.93, 8.42)
C (28.23, -0.02, 10.38)
S (27.54, 1.68, 10.51)
O (28.57, 2.77, 10.34)
C (26.68, 1.69, 8.88)
H (27.36, -0.68, 10.24)
H (28.46, -0.48, 11.35)
H (29.06, -0.02, 9.68)
H (25.73, 2.21, 8.96)
H (26.39, 0.67, 8.60)
H (27.16, 2.17, 8.03)
C (36.17, 0.47, 9.87)
S (37.13, -0.76, 10.88)
O (36.71, -2.13, 10.25)
C (38.83, -0.28, 10.25)
H (36.48, 0.52, 8.82)
H (36.19, 1.48, 10.28)
H (35.14, 0.11, 9.83)
H (39.25, 0.36, 11.02)
H (38.89, 0.12, 9.24)
H (39.55, -1.10, 10.20)
C (30.06, 2.15, 12.83)
S (31.36, 1.58, 13.92)
O (31.03, 0.18, 14.37)
C (32.56, 1.55, 12.54)
H (29.86, 1.34, 12.13)
H (30.28, 3.06, 12.27)
H (29.15, 2.30, 13.42)
H (32.86, 2.57, 12.28)
H (32.05, 1.03, 11.74)
H (33.48, 1.06, 12.85)
C (33.09, -3.10, 6.00)
S (34.13, -4.59, 6.35)
O (34.71, -4.40, 7.76)
C (32.65, -5.69, 6.51)
H (32.37, -3.00, 6.81)
H (32.57, -3.39, 5.08)
H (33.53, -2.11, 5.87)
H (32.92, -6.73, 6.35)
H (32.06, -5.42, 5.63)
H (32.13, -5.52, 7.46)
C (35.52, -5.04, 12.56)
S (35.96, -5.79, 10.89)
O (36.23, -4.55, 10.03)
C (34.31, -6.46, 10.36)
H (35.91, -4.10, 12.93)
H (35.28, -5.85, 13.25)
H (34.49, -4.72, 12.40)
H (33.57, -5.87, 10.89)
H (34.20, -7.48, 10.73)
H (34.10, -6.54, 9.30)
C (27.53, -1.36, 17.55)
S (27.26, -1.06, 15.82)
O (28.72, -0.86, 15.48)
C (26.91, -2.90, 15.57)
H (26.64, -1.53, 18.17)
H (27.97, -0.50, 18.06)
H (28.26, -2.16, 17.68)
H (27.57, -3.59, 16.08)
H (27.04, -2.97, 14.49)
H (25.85, -3.07, 15.76)
C (32.04, -5.17, 15.76)
S (30.25, -4.81, 15.49)
O (29.96, -3.32, 15.38)
C (30.04, -5.62, 13.82)
H (32.25, -6.23, 15.93)
H (32.23, -4.62, 16.68)
H (32.62, -4.70, 14.96)
H (30.81, -5.14, 13.22)
H (29.14, -5.29, 13.31)
H (30.18, -6.70, 13.83)
C (35.78, -1.77, 15.09)
S (36.36, -3.28, 15.96)
O (36.78, -4.37, 15.01)
C (37.87, -2.69, 16.77)
H (35.39, -1.21, 15.93)
H (35.03, -1.92, 14.31)
H (36.63, -1.33, 14.56)
H (38.54, -2.21, 16.06)
H (38.44, -3.54, 17.15)
H (37.68, -2.14, 17.69)

Properties
E   -170591.2483 eV
Gap between HOMO and LUMO   2.180 eV
Charge   0
LUMO energy   -2.0826 eV

---

(3)
Density functional theory data (wB97M-V/def2-TZVPD) for C32H58N4O12P2SSeW as an isolated structure at a distorted geometry.

Atoms and positions in Å:
W (0.39, 0.66, -0.03)
N (-1.90, 0.81, 0.10)
C (-2.30, 2.23, -0.13)
C (-1.06, 3.07, -0.32)
O (-0.95, 4.21, 0.00)
O (-0.06, 2.33, -0.87)
H (-2.40, 0.20, -0.55)
H (-2.20, 0.51, 1.03)
H (-2.88, 2.63, 0.70)
H (-2.91, 2.29, -1.03)
C (2.07, 4.55, 2.42)
C (1.17, 4.32, 3.62)
C (-0.23, 4.83, 3.45)
O (1.12, 2.85, 3.96)
P (0.92, 1.64, 3.03)
O (0.15, 1.88, 1.75)
C (0.02, 0.42, 4.01)
P (-0.59, -0.88, 2.90)
O (0.01, -0.75, 1.52)
O (-0.27, -2.23, 3.58)
C (0.29, -3.50, 3.01)
C (1.61, -3.24, 2.31)
C (-0.73, -4.16, 2.12)
O (-2.13, -0.67, 2.75)
C (-3.26, -1.02, 3.66)
C (-3.56, -2.50, 3.55)
C (-2.99, -0.56, 5.08)
O (2.31, 1.04, 2.68)
C (3.48, 1.02, 3.59)
C (3.65, -0.37, 4.15)
C (4.67, 1.48, 2.78)
H (2.13, 5.62, 2.24)
H (1.66, 4.08, 1.53)
H (3.08, 4.18, 2.60)
H (1.62, 4.73, 4.52)
H (-0.67, 4.49, 2.51)
H (-0.20, 5.92, 3.42)
H (-0.86, 4.53, 4.29)
H (-0.83, 0.92, 4.48)
H (0.66, 0.01, 4.79)
H (0.45, -4.07, 3.91)
H (1.47, -2.91, 1.29)
H (2.18, -4.18, 2.30)
H (2.21, -2.50, 2.84)
H (-1.05, -3.48, 1.32)
H (-1.61, -4.49, 2.67)
H (-0.28, -5.03, 1.65)
H (-4.08, -0.45, 3.23)
H (-2.81, -3.09, 4.08)
H (-3.60, -2.81, 2.51)
H (-4.53, -2.70, 4.01)
H (-2.10, -1.05, 5.49)
H (-3.84, -0.85, 5.70)
H (-2.89, 0.52, 5.14)
H (3.27, 1.74, 4.39)
H (3.95, -1.06, 3.35)
H (2.75, -0.75, 4.63)
H (4.45, -0.36, 4.90)
H (4.87, 0.77, 1.98)
H (5.54, 1.53, 3.43)
H (4.51, 2.46, 2.35)
C (4.04, 0.48, -6.14)
C (3.68, 0.30, -4.69)
C (3.60, 1.40, -3.84)
C (3.32, 1.26, -2.48)
C (3.38, 2.50, -1.62)
C (3.08, -0.03, -1.98)
Se (2.63, -0.24, -0.11)
C (3.23, -1.16, -2.80)
C (3.12, -2.58, -2.28)
C (3.51, -0.96, -4.15)
H (3.73, 1.46, -6.51)
H (3.59, -0.29, -6.76)
H (5.12, 0.41, -6.27)
H (3.78, 2.39, -4.23)
H (3.43, 3.39, -2.24)
H (4.29, 2.47, -1.00)
H (2.54, 2.61, -0.94)
H (2.09, -2.92, -2.27)
H (3.51, -2.66, -1.27)
H (3.68, -3.25, -2.92)
H (3.62, -1.84, -4.79)
C (-5.68, -2.32, -3.45)
C (-5.76, -0.81, -3.28)
S (-4.18, -0.08, -2.95)
O (-4.33, 1.32, -2.62)
O (-3.47, -0.91, -1.98)
C (-3.31, -0.12, -4.53)
C (-2.11, -1.06, -4.66)
N (-1.23, -1.10, -3.49)
C (-0.55, -0.03, -3.03)
N (0.04, -0.32, -1.87)
C (-0.27, -1.63, -1.58)
C (-1.06, -2.11, -2.56)
N (-1.75, -3.38, -2.52)
O (-1.61, -4.01, -1.50)
O (-2.40, -3.71, -3.48)
C (-0.48, 1.28, -3.72)
H (-6.68, -2.74, -3.47)
H (-5.14, -2.78, -2.62)
H (-5.18, -2.61, -4.38)
H (-6.37, -0.50, -2.43)
H (-6.13, -0.30, -4.17)
H (-3.03, 0.92, -4.69)
H (-4.05, -0.40, -5.28)
H (-1.51, -0.73, -5.51)
H (-2.43, -2.08, -4.85)
H (0.19, -2.18, -0.78)
H (-0.35, 1.14, -4.79)
H (0.36, 1.84, -3.33)
H (-1.39, 1.86, -3.55)

Properties
Energy above the lowest of the compared OMol25 structures with the same formula, charge and spin   15.90 kcal/mol
E   -161233.2445 eV
2S+1   3
Gap between HOMO and LUMO (spin up / spin down)   7.099 / 7.501 eV
<S²>   2.024
Charge   +2
LUMO energy (spin up / spin down)   -5.6821 / -5.3256 eV

---

(4)
Density functional theory data (wB97M-V/def2-TZVPD) for a 9-piece molecular cluster, C32H58N4O14 overall at a distorted geometry.

Atoms and positions in Å:
O (-0.78, 2.97, -1.30)
C (0.06, 3.76, -0.95)
C (0.30, 4.31, 0.43)
C (1.71, 4.92, 0.33)
C (1.84, 5.20, -1.16)
O (0.98, 4.23, -1.81)
H (-0.47, 5.06, 0.64)
H (0.23, 3.52, 1.18)
H (1.84, 5.81, 0.94)
H (2.42, 4.16, 0.64)
H (1.48, 6.19, -1.42)
H (2.84, 5.00, -1.54)
O (-1.58, -0.33, -5.57)
C (-0.54, 0.26, -5.61)
C (0.13, 1.07, -4.52)
C (1.50, 1.44, -5.08)
C (1.40, 1.10, -6.57)
O (0.24, 0.25, -6.71)
H (-0.45, 1.96, -4.28)
H (0.14, 0.50, -3.59)
H (1.77, 2.49, -4.98)
H (2.29, 0.90, -4.55)
H (1.21, 2.00, -7.14)
H (2.22, 0.51, -6.97)
O (-1.58, -2.25, 3.66)
C (-1.61, -3.02, 2.75)
C (-0.91, -2.93, 1.41)
C (-0.87, -4.38, 0.92)
C (-1.90, -5.11, 1.81)
O (-2.33, -4.18, 2.81)
H (-1.50, -2.32, 0.73)
H (0.07, -2.48, 1.59)
H (-1.16, -4.48, -0.13)
H (0.12, -4.82, 0.97)
H (-2.76, -5.46, 1.24)
H (-1.45, -5.96, 2.32)
O (4.12, -2.06, -0.64)
C (3.45, -3.04, -0.75)
C (3.13, -4.08, 0.31)
C (2.72, -5.29, -0.53)
C (2.09, -4.59, -1.74)
O (2.87, -3.39, -1.92)
H (3.95, -4.23, 1.00)
H (2.29, -3.67, 0.89)
H (3.62, -5.83, -0.83)
H (1.99, -5.95, -0.07)
H (2.12, -5.18, -2.65)
H (1.07, -4.28, -1.49)
O (-1.49, 3.93, 3.12)
C (-0.77, 3.31, 3.84)
C (-1.11, 2.21, 4.85)
C (0.24, 1.49, 5.00)
C (1.24, 2.61, 4.73)
O (0.58, 3.52, 3.84)
H (-1.43, 2.71, 5.76)
H (-1.88, 1.56, 4.45)
H (0.41, 1.04, 5.97)
H (0.31, 0.74, 4.21)
H (1.46, 3.17, 5.65)
H (2.17, 2.25, 4.29)
C (7.88, -0.49, -1.03)
N (6.51, -0.51, -1.51)
C (6.14, 0.11, -2.65)
C (4.66, -0.01, -2.98)
O (6.91, 0.75, -3.35)
H (8.51, -0.12, -1.82)
H (8.18, -1.49, -0.71)
H (7.99, 0.20, -0.19)
H (5.84, -1.13, -1.09)
H (4.15, 0.52, -2.18)
H (4.31, -1.04, -3.08)
H (4.47, 0.48, -3.93)
C (-1.23, 0.57, 1.60)
N (-0.25, 0.83, 0.58)
C (0.99, 0.30, 0.59)
C (1.76, 0.52, -0.70)
O (1.49, -0.27, 1.55)
H (-2.07, 0.00, 1.17)
H (-1.77, 1.47, 1.91)
H (-0.84, 0.04, 2.46)
H (-0.56, 1.32, -0.24)
H (1.06, 0.83, -1.48)
H (2.20, -0.42, -1.00)
H (2.53, 1.29, -0.64)
C (-4.80, -2.25, 4.51)
N (-4.93, -1.26, 3.45)
C (-4.65, 0.06, 3.59)
C (-4.92, 0.91, 2.37)
O (-4.25, 0.54, 4.64)
H (-4.61, -1.73, 5.45)
H (-3.97, -2.92, 4.31)
H (-5.73, -2.80, 4.62)
H (-5.28, -1.57, 2.56)
H (-4.79, 1.95, 2.67)
H (-5.93, 0.76, 1.97)
H (-4.21, 0.69, 1.57)
C (-6.68, 0.67, -1.04)
N (-5.28, 0.33, -1.24)
C (-4.53, 0.97, -2.18)
C (-3.13, 0.44, -2.36)
O (-4.96, 1.90, -2.83)
H (-6.79, 1.32, -0.17)
H (-7.25, -0.25, -0.87)
H (-7.06, 1.15, -1.93)
H (-4.94, -0.53, -0.85)
H (-2.91, -0.44, -1.76)
H (-2.39, 1.20, -2.08)
H (-2.97, 0.26, -3.42)

Properties
E   -68753.6898 eV
Gap between HOMO and LUMO   9.144 eV
Charge   0
LUMO energy   -0.0610 eV